# 1
The following is a quantum chemistry calculation of a gas-phase ion, C4H12N3 (charge +1), from the Open Molecules 2025 dataset.

Summary:
charge: +1
HOMO: -14.26 eV
F_max: 0.0697 Eh/bohr
LUMO energy: -3.814 eV
SMILES: [H]/N=C(/C)N([NH3+])CC

Structure (XYZ):
```
19
C4H12N3 | the Open Molecules 2025 dataset | the ωB97M-V functional and the def2-TZVPD basis
C 0.530 0.567 -1.209
C 1.613 -0.408 -1.299
C -0.465 -1.683 1.001
C 0.142 -0.287 1.352
N 0.005 1.193 -2.150
N 0.068 0.735 0.297
N -1.228 1.513 0.292
H 2.196 -0.481 -0.348
H 1.143 -1.438 -1.637
H 2.297 -0.086 -2.102
H -1.539 -1.656 1.088
H -0.080 -1.895 0.015
H -0.188 -2.569 1.759
H -0.299 0.092 2.226
H 1.153 -0.534 1.600
H -0.907 1.786 -2.003
H -1.167 2.179 1.006
H -1.887 0.867 0.613
H -1.388 2.105 -0.500
```


# 2
The following is a quantum chemistry calculation of a gas-phase ion, C13H18NO (charge -1), from the Open Molecules 2025 dataset.

Summary:
charge: -1
HOMO (alpha / beta): -1.75 / -1.76 eV
F_max: 0.0624 Eh/bohr
LUMO energy (alpha / beta): 3.628 / 3.628 eV

Structure (XYZ):
```
33
C13H18NO | the Open Molecules 2025 dataset | the ωB97M-V functional and the def2-TZVPD basis
C -1.321 1.353 -2.535
C -2.331 0.455 -2.011
C -0.283 1.708 -1.703
C -2.024 -0.312 -0.922
C 0.057 0.973 -0.587
C -0.692 -0.266 -0.389
C 1.093 1.447 0.474
C -0.118 -1.298 0.318
C 0.809 2.862 0.919
C 2.526 1.464 -0.104
C 1.258 -1.843 0.193
C -1.760 -3.210 0.942
C -1.029 -1.867 1.406
N 1.083 0.570 1.706
O 2.135 0.025 1.955
H -1.540 1.965 -3.407
H -3.398 0.299 -2.414
H 0.426 2.504 -2.029
H -2.600 -1.153 -0.535
H -0.208 3.058 0.959
H 1.194 3.488 0.075
H 1.310 3.181 1.762
H 2.782 0.455 -0.142
H 3.201 2.236 0.429
H 2.566 1.774 -1.143
H 1.170 -2.896 0.253
H 1.980 -1.558 0.989
H 1.789 -1.607 -0.769
H -0.970 -3.900 0.435
H -2.531 -3.101 0.198
H -2.246 -3.725 1.771
H -0.471 -1.853 2.393
H -1.855 -1.228 1.513
```